C4H11NO2 | ωB97M-V with the def2-TZVPD basis set

Output
molecular weight: 105.137 g/mol
gap between HOMO and LUMO: 9.349 eV
net charge: 0
relative energy (zero: lowest compared OMol25 entry of this formula, charge and spin): 96.0 kcal per mole
SMILES: C=N/C=C/C.O.O
E: -364.11522 Ha

Element x y z (Å)
1 H 1.90392 -0.21549 -2.08621
2 C -0.69094 0.36588 -0.35203
3 O -1.64700 2.32632 -3.56552
4 C 1.38714 0.18843 -1.26332
5 H -1.20144 1.67199 -3.05674
6 H 1.66602 1.26826 -0.83596
7 H -0.41455 1.07250 2.87474
8 H 1.25447 -4.70126 1.89615
9 N 0.21897 -0.32157 -1.21766
10 H 2.35659 -4.62622 3.03784
11 H -2.08378 1.33496 1.79341
12 O 2.15281 -4.25142 2.16148
13 H 0.12916 -0.72955 1.37871
14 H -0.58711 2.26602 1.55075
15 C -0.32447 0.29817 0.95984
16 C -0.93377 1.29508 1.93384
17 H -1.53406 0.87161 -0.73811
18 H -1.65195 1.88630 -4.47121

C24H48AsF6O24Rb | ωB97M-V with the def2-TZVPD basis set

Output
molecular weight: 995.002 g/mol
gap between HOMO and LUMO: 9.885 eV
net charge: 0
relative energy (zero: lowest compared OMol25 entry of this formula, charge and spin): 0.0 kcal per mole
E: -5608.35577 Ha

Element x y z (Å)
1 O 0.16475 34.62262 30.24845
2 C -4.76399 30.81040 26.36838
3 H 0.10425 28.41860 28.79678
4 H 3.35477 24.16632 31.15002
5 H 3.26146 22.49276 27.65545
6 H 4.15219 31.45101 17.45656
7 C 1.52296 26.33708 29.61363
8 H -4.53630 31.60710 22.97905
9 O 1.50881 30.05357 20.27470
10 F -0.87056 28.33719 23.71491
11 O -4.04644 32.96311 19.58185
12 As -1.10474 29.46580 25.00298
13 O -5.89448 31.76496 19.07167
14 O 0.08959 24.35835 25.74940
15 H 3.03434 31.39197 24.46010
16 C -0.47432 25.34917 24.87237
17 C 0.45967 35.96316 29.85610
18 H -10.07293 29.83653 26.06194
19 H -5.07178 31.85127 17.17211
20 H 4.60852 27.94616 20.78206
21 O -1.10474 34.24616 28.41414
22 F -0.13152 28.50965 26.08577
23 H -1.78213 32.87905 22.74835
24 H -6.82023 32.07074 17.27827
25 O -0.54462 34.52001 22.88650
26 H -9.24247 28.42686 25.51179
27 C 1.38032 24.47568 25.98737
28 O -6.65875 29.08314 27.12394
29 C 4.11542 30.00252 22.63169
30 H 0.04581 36.63348 30.60989
31 H -2.41039 31.28831 30.20743
32 O -1.17055 32.92890 30.23418
33 H 1.54332 36.04938 29.86455
34 C -3.69468 36.04001 22.53950
35 O 3.15867 30.56747 19.00480
36 H -0.11808 25.18928 23.85997
37 H -3.15008 31.36626 21.94916
38 F -2.47824 28.57054 25.50249
39 H 0.04649 36.22085 28.88657
40 C 0.33829 29.31249 20.59038
41 O 1.73124 23.59578 26.91776
42 H -3.49562 37.01334 22.98448
43 O 3.64031 29.21485 23.42153
44 H 3.38805 29.88886 17.06419
45 C -0.98160 33.25217 23.37660
46 C -5.87293 32.30282 17.75899
47 C -4.89200 32.15321 19.85702
48 H 3.55693 24.64792 29.46668
49 C -4.10556 31.89433 22.02537
50 O 3.81374 31.27897 22.51920
51 H 1.85676 31.68399 23.15916
52 C -0.38452 27.44932 28.85128
53 O -6.06660 30.82441 25.81862
54 H 3.59385 23.22498 26.06876
55 H -1.61548 31.63798 28.64069
56 H 5.27602 27.78378 22.43762
57 O 1.73829 28.95374 18.31489
58 H -4.26907 29.84196 26.34226
59 H 3.91321 25.80054 30.74078
60 H 0.22822 29.39400 21.66897
61 O 0.25351 26.60617 29.81795
62 H -1.31295 33.22949 24.41371
63 H -5.76481 33.38732 17.75754
64 O 5.05466 29.72601 21.73982
65 O 2.14202 25.24440 25.44089
66 H -0.25970 26.35095 25.23318
67 H -2.94820 32.62259 29.18855
68 H 4.89781 29.98901 18.02691
69 C -0.74334 33.96500 29.52177
70 C -9.14262 29.28200 26.18914
71 C 3.13176 23.37923 27.04659
72 C 2.09206 29.77745 19.11314
73 C 3.92838 30.44837 17.82378
74 H 3.09730 32.87539 23.53348
75 O 1.88330 25.39571 30.48580
76 O -4.99079 31.48796 20.99848
77 H -4.63617 35.62868 22.88162
78 H 3.64021 24.24074 27.48200
79 H 0.48558 28.25517 20.37606
80 H -4.10440 31.49688 25.84284
81 H -4.79498 31.13266 27.41325
82 C 5.32741 28.33666 21.50422
83 F -1.32051 30.57737 26.29731
84 H -3.83939 32.94983 21.98466
85 Rb 2.66776 28.08030 25.88430
86 F -2.06920 30.46599 23.98626
87 F 0.36196 30.23196 24.49725
88 H -1.42161 27.53127 29.15541
89 C -2.07345 32.06711 29.53217
90 C -1.42701 35.46843 22.59352
91 H -9.01714 28.92286 27.20408
92 O -1.12108 36.50658 22.08334
93 H -3.67889 36.13500 21.45466
94 O -8.10370 30.13503 25.75628
95 H -0.36264 26.98091 27.87147
96 H -1.55498 25.25227 24.92785
97 C 2.89110 31.80598 23.46433
98 H -0.14264 32.57335 23.25456
99 O 2.27302 26.85770 28.82289
100 H 6.31341 28.26931 21.05686
101 H -0.56496 29.69194 20.11994
102 C 3.24021 24.99016 30.45287
103 C -6.91098 29.92761 26.30944
104 O -2.67192 35.12150 22.94590

C17H38O12P2 | ωB97M-V with the def2-TZVPD basis set

Output
molecular weight: 496.427 g/mol
gap between HOMO and LUMO: 8.808 eV
net charge: 0
relative energy (zero: lowest compared OMol25 entry of this formula, charge and spin): 0.0 kcal per mole
SMILES: CCCOC[C@H]1C(=O)OC[C@H]1CCCO.COP(=O)(OC)OC.COP(=O)(OC)OC
E: -2256.12069 Ha

Element x y z (Å)
1 H -6.23702 -1.35283 1.31041
2 C 3.67957 -4.43392 -1.03630
3 H 3.24583 2.99802 -2.00615
4 H -3.46335 3.54079 -0.54310
5 H -6.85677 -1.39694 5.47907
6 O 7.16766 -2.57576 -2.19994
7 H -0.84060 2.11014 -0.56897
8 C -0.27839 4.46964 -1.58626
9 H -3.22337 1.72153 -1.79922
10 H -7.80491 -2.17784 1.17603
11 O 6.19301 -4.11709 -0.69609
12 O -4.24466 -2.46975 2.32052
13 H 8.45394 -3.02524 -3.73190
14 O 4.24776 -3.36594 -1.80045
15 C -7.11675 -1.68470 1.86091
16 O -5.27651 -4.27772 3.59382
17 P 5.70558 -2.77863 -1.48337
18 C 4.75662 1.84944 -0.24205
19 H 8.12738 -4.23967 0.02836
20 H -7.23481 -4.93561 3.25950
21 H 6.75428 -2.95833 -4.21808
22 H 7.36427 -4.35468 -3.28822
23 C -5.84399 -0.99589 5.38911
24 C 0.74050 4.28891 -0.46423
25 H 7.14079 -2.95092 0.75370
26 C -0.17941 3.60505 -2.85871
27 H 4.12471 3.82768 0.23551
28 P -5.23319 -2.67154 3.40104
29 H -7.61279 -0.81939 2.30067
30 H 1.96708 2.23818 -1.12987
31 H -2.41880 4.09883 0.71748
32 O -6.77568 -2.62224 2.88250
33 H -3.20163 -0.20624 0.24383
34 C -2.25621 4.34703 -2.73497
35 H -2.02025 0.44665 -1.39988
36 H 0.60967 3.37563 0.10811
37 C -2.41228 3.63357 -0.26443
38 H -5.93876 -6.12534 3.10335
39 H 0.69022 5.16410 0.18000
40 H -1.79446 5.17772 -3.26978
41 C -2.70893 1.19250 -1.00517
42 H 3.69410 -4.18637 0.02306
43 O 2.04283 4.32276 -1.02227
44 H -0.00220 5.46036 -1.96615
45 O -5.35182 -1.15152 4.04235
46 H 4.92693 1.74378 -1.31030
47 C 3.65497 2.85925 0.07712
48 C -6.22251 -5.09405 2.90082
49 H 3.10103 2.58801 0.97351
50 H 4.19308 -5.37408 -1.21218
51 H 5.69607 2.18242 0.19127
52 H -5.86186 0.06755 5.60963
53 C 7.44009 -3.27414 -3.43243
54 H 6.83146 -4.64998 1.16851
55 H -1.93627 1.87045 0.82852
56 C -1.85590 2.20211 -0.20347
57 C 2.68090 3.06399 -1.07847
58 H 2.64892 -4.53145 -1.37164
59 O 5.54020 -1.60620 -0.61611
60 H -3.31384 4.22254 -2.90614
61 O 0.75810 3.34152 -3.52936
62 H 4.55998 0.86035 0.15805
63 C 7.12752 -3.97073 0.37049
64 O -3.65218 0.53186 -0.17378
65 H -5.18697 -1.49132 6.10360
66 H -2.11060 5.58466 -1.05525
67 H -6.16540 -4.90477 1.83040
68 C -1.77374 4.57486 -1.29173
69 O -1.45826 3.20895 -3.12481

C23H27N3O11PtSi | ωB97M-V with the def2-TZVPD basis set

Output
molecular weight: 744.643 g/mol
gap between HOMO and LUMO: 6.265 eV
net charge: -2
relative energy (zero: lowest compared OMol25 entry of this formula, charge and spin): 0.0 kcal per mole
E: -2293.24144 Ha

Element x y z (Å)
1 H 3.89321 -1.12354 0.91240
2 O 0.25374 -0.90833 -2.10588
3 C -1.38168 3.18376 0.33903
4 H 0.80523 -3.27617 0.37845
5 H -0.22440 1.80173 2.48453
6 C -5.59054 2.04951 0.35817
7 H 2.09565 1.89968 1.92132
8 H -0.33013 -2.67153 -0.83831
9 C -2.21724 -1.66569 0.81922
10 H 6.16762 0.34757 -3.85051
11 H 3.31621 -0.47505 3.29989
12 O 6.81973 -1.84537 -4.57477
13 H -0.83916 -3.91060 0.30540
14 H 1.18158 -2.39756 -3.00670
15 C 1.25516 -1.34543 -2.68593
16 O -0.35189 2.47555 -0.02331
17 H 2.58151 -2.30113 0.99806
18 C 2.01552 -0.26954 1.58552
19 Si 0.15059 -0.22077 1.08319
20 C -4.78065 1.40196 -0.54529
21 O -2.64014 1.11442 -1.54522
22 C -3.34794 1.67971 -0.70999
23 C -3.67695 3.33535 1.09623
24 C 2.57906 1.13454 1.31006
25 C 3.45538 -1.65621 -3.52537
26 O -5.40265 4.59279 2.80346
27 H -1.33820 -3.42678 2.62022
28 C -2.83118 2.69511 0.23389
29 H 2.44647 1.42756 0.26765
30 C 2.86195 0.67479 -2.86864
31 Pt -0.09054 0.76083 -0.94935
32 C 4.26158 0.99643 -3.16581
33 N -5.89408 3.72438 2.09240
34 O -4.88643 -0.06153 -2.33627
35 O -1.20235 4.29287 0.83148
36 C 4.73473 -1.26183 -3.83099
37 H -2.77978 -2.60839 0.84719
38 H -3.26157 4.09699 1.73814
39 C -0.23512 -2.99939 0.19523
40 H -1.03891 -1.84812 3.34813
41 H 3.65236 1.14571 1.54543
42 C -5.04421 3.02501 1.16748
43 C 5.14434 0.08323 -3.62518
44 O 2.05717 1.54416 -2.53864
45 H 4.54992 2.02826 -3.00989
46 H 2.63496 -1.12717 -0.32273
47 C 2.24778 -0.57900 3.06717
48 H -2.32789 -1.22473 -0.17360
49 H -0.61143 0.34746 3.41391
50 C 2.51696 -0.74906 -3.02310
51 O -7.08945 3.44065 2.12797
52 O -6.58323 0.04099 -1.02742
53 N 5.67202 -2.21882 -4.34989
54 C -0.69091 -2.54067 2.57992
55 H 1.70674 0.11188 3.71657
56 H 0.31669 -2.86503 2.85008
57 C -0.68360 0.81421 2.42827
58 H 1.95575 -1.59554 3.33934
59 N -5.45097 0.39499 -1.36194
60 H -6.63669 1.79896 0.42150
61 H -2.69303 -0.98382 1.52725
62 H -1.74033 0.96874 2.20378
63 C 2.81729 -1.26459 0.74440
64 H 3.18077 -2.69355 -3.66790
65 O 5.31099 -3.37888 -4.51175
66 C -0.74535 -1.93594 1.17204

C3H5NSe | ωB97M-V with the def2-TZVPD basis set

Output
molecular weight: 134.040 g/mol
gap between HOMO and LUMO: 9.132 eV
net charge: 0
relative energy (zero: lowest compared OMol25 entry of this formula, charge and spin): 52.8 kcal per mole
E: -2573.36790 Ha

Element x y z (Å)
1 N 0.13664 -1.48022 0.21098
2 H 1.58589 1.19251 -0.88210
3 H 1.93457 -0.97493 -0.30753
4 C 1.00131 -0.58050 -0.02284
5 Se -0.96172 1.19344 -0.73668
6 C 0.84637 0.87715 -0.19774
7 H -2.16723 -0.97864 -0.34039
8 H 0.86430 1.34349 0.89780
9 C -1.55331 -0.26408 0.20341
10 H -1.68681 -0.32822 1.17508